# 1
{
  "formula": "C6H7LiO6Zn",
  "method": "the ωB97M-V functional and the def2-TZVPD basis",
  "symbols": ["Zn", "O", "O", "C", "C", "O", "C", "H", "H", "H", "H", "Li", "O", "O", "C", "C", "O", "C", "H", "H", "H"],
  "positions_angstrom": [[-0.340, -2.361, 1.911], [0.487, -1.410, 0.640], [-1.107, -0.761, -0.968], [-2.252, -1.611, -0.950], [-2.848, -1.325, 0.418], [-1.668, -1.099, 1.212], [-0.581, -0.674, 0.304], [-2.906, -1.328, -1.780], [-1.950, -2.664, -1.054], [-3.408, -2.162, 0.843], [-3.462, -0.415, 0.424], [5.320, 2.270, -1.424], [4.400, 1.494, 0.272], [2.152, 1.625, 0.515], [1.087, 1.286, -0.090], [-0.030, 0.695, 0.637], [3.241, 2.563, -1.307], [3.398, 1.898, -0.294], [0.957, 1.710, -1.096], [0.209, 0.770, 1.712], [-0.698, 1.502, 0.075]],
  "e_homo_ha": -0.6433,
  "total_charge": 2,
  "multiplicity": 1,
  "orbital_gap_ev": 7.249,
  "de_lowest_kcal_mol": 0.0
}

# 2
{
  "formula": "C10H14F2O7",
  "method": "the ωB97M-V functional and the def2-TZVPD basis",
  "symbols": ["C", "C", "O", "C", "O", "O", "F", "H", "H", "H", "C", "C", "O", "C", "O", "O", "F", "H", "H", "H", "C", "C", "C", "O", "C", "H", "H", "H", "H", "H", "H", "H", "H"],
  "positions_angstrom": [[-1.091, -1.189, -2.284], [-1.823, 0.096, -1.904], [-3.108, -0.265, -2.113], [-3.274, -1.371, -2.819], [-4.352, -1.720, -3.300], [-2.114, -2.004, -2.860], [-1.468, 1.074, -2.725], [-0.750, -1.628, -1.346], [-0.221, -1.046, -2.925], [-1.515, 0.486, -0.933], [3.521, 0.506, -1.473], [2.366, -0.012, -0.642], [2.099, -1.223, -1.329], [2.644, -1.327, -2.538], [2.561, -2.258, -3.350], [3.303, -0.116, -2.738], [1.204, 0.754, -0.717], [4.447, -0.006, -1.213], [3.747, 1.570, -1.399], [2.664, -0.124, 0.400], [-1.664, 1.154, 2.986], [-0.396, 1.382, 3.725], [0.573, 0.705, 2.802], [-0.088, -0.146, 1.857], [-1.415, -0.146, 2.270], [-1.831, 2.052, 2.391], [-2.487, 1.011, 3.686], [-0.362, 1.032, 4.757], [-0.138, 2.440, 3.765], [1.288, 0.057, 3.308], [1.258, 1.449, 2.394], [-1.540, -1.034, 2.889], [-2.040, -0.157, 1.378]],
  "e_homo_ha": -0.3709,
  "multiplicity": 1,
  "orbital_gap_ev": 10.369,
  "smiles": "O=C1OC[C@@H](F)O1.O=C1OC[C@@H](F)O1.C1CCOC1"
}

# 3
{
  "formula": "CH2N2O3S",
  "method": "the ωB97M-V functional and the def2-TZVPD basis",
  "symbols": ["C", "N", "N", "O", "O", "O", "S", "H", "H"],
  "positions_angstrom": [[-0.797, -1.856, 0.404], [-1.697, 1.634, -0.970], [-1.624, -1.065, 0.141], [0.017, -2.488, 0.824], [0.539, 0.721, -0.317], [-0.904, 1.676, 1.458], [-0.696, 1.263, 0.114], [-1.442, 1.121, -1.767], [-2.100, -0.921, -0.819]],
  "e_homo_ha": -0.4170,
  "multiplicity": 1,
  "orbital_gap_ev": 11.270,
  "smiles": "N=S(=O)=O.N=C=O",
  "de_lowest_kcal_mol": 31.2
}

# 4
{
  "formula": "H3N3O2",
  "method": "the ωB97M-V functional and the def2-TZVPD basis",
  "symbols": ["N", "N", "N", "O", "O", "H", "H", "H"],
  "positions_angstrom": [[-5.128, -1.166, -0.442], [10.468, 1.583, -0.379], [10.205, -0.328, -0.093], [10.496, -1.107, -1.036], [9.984, -0.755, 1.018], [-4.082, -1.155, -0.680], [-5.242, -2.130, 0.040], [10.297, 1.877, 0.551]],
  "e_homo_ha": 0.0154,
  "total_charge": -2,
  "multiplicity": 1,
  "orbital_gap_ev": 5.633,
  "de_lowest_kcal_mol": 59.8
}

# 5
{
  "formula": "C6H5NS",
  "method": "the ωB97M-V functional and the def2-TZVPD basis",
  "symbols": ["C", "C", "C", "C", "C", "C", "H", "H", "H", "H", "H", "N", "S"],
  "positions_angstrom": [[1.078, 2.327, -0.086], [0.735, 1.178, 0.102], [0.249, -0.213, 0.063], [-0.780, -0.388, -1.126], [-0.882, -0.432, 1.126], [1.279, -1.279, 0.008], [1.567, 3.334, -0.089], [-0.605, -1.389, -1.637], [-0.694, 0.414, -1.863], [-0.884, -1.411, 1.697], [-0.802, 0.324, 1.976], [2.042, -2.136, -0.086], [-2.302, -0.329, -0.084]],
  "e_homo_ha": -0.3416,
  "multiplicity": 1,
  "orbital_gap_ev": 9.681,
  "smiles": "C#CC1(C#N)CSC1",
  "de_lowest_kcal_mol": 50.4
}

# 6
{
  "formula": "CH7NO4",
  "method": "the ωB97M-V functional and the def2-TZVPD basis",
  "symbols": ["N", "C", "O", "O", "H", "H", "H", "H", "H", "O", "H", "H", "O"],
  "positions_angstrom": [[0.674, 1.176, 1.331], [-0.545, 0.600, 1.270], [-0.374, -0.729, 0.812], [-1.611, 1.125, 1.334], [0.858, 2.158, 1.400], [1.475, 0.580, 1.363], [-0.071, -1.318, 1.517], [-0.058, -2.212, -0.502], [-0.679, -1.302, -1.712], [-0.093, -2.029, -1.496], [1.431, -0.584, -2.365], [0.835, 0.668, -3.056], [1.409, 0.380, -2.335]],
  "e_homo_ha": -0.3941,
  "multiplicity": 1,
  "orbital_gap_ev": 10.988,
  "smiles": "NC(=O)O.O.O",
  "de_lowest_kcal_mol": 26.1
}

# 7
{
  "formula": "CBr2N4",
  "method": "the ωB97M-V functional and the def2-TZVPD basis",
  "symbols": ["C", "N", "N", "N", "N", "Br", "Br"],
  "positions_angstrom": [[-1.528, 0.351, 0.626], [-1.360, -0.508, 1.358], [1.601, -2.511, 0.273], [1.358, -1.478, -0.103], [0.805, -0.460, -0.437], [-1.709, 1.699, -0.540], [1.717, 1.013, -0.822]],
  "e_homo_ha": [-0.2407, -0.3806],
  "multiplicity": 3,
  "s_squared": 2.038,
  "orbital_gap_ev": [6.781, 7.270],
  "de_lowest_kcal_mol": 20.9
}

Number 1: electronic energy -67225.009 eV. Number 2: electronic energy -30362.917 eV. Number 3: electronic energy -21025.072 eV. Number 4: electronic energy -8606.697 eV. Number 5: electronic energy -18624.863 eV. Number 6: electronic energy -10830.752 eV. Number 7: electronic energy -147075.027 eV.